Record 1
CNO4S2Sm | the ωB97M-V functional and the def2-TZVPD basis

Computed properties:
- ⟨S²⟩: 12.011
- 2S+1: 7
- Electronic energy: -1848.1949 Ha
- Highest occupied orbital energy (alpha / beta): -2.42 / -2.97 eV
- Charge: -1
- Orbital gap (alpha / beta): 4.48 / 4.83 eV

CARTESIAN COORDINATES (ANGSTROEM)
O -2.302 -0.776 0.910
C -2.936 0.170 1.225
O -3.822 0.845 1.530
Sm 0.072 -1.272 0.090
N 2.069 -0.669 -1.269
S 2.620 -1.781 0.045
S 2.033 0.907 -0.734
O 0.582 0.875 0.182
O 1.685 1.700 -1.980

And the Löwdin charges, in e, turn out to be: number 1, O, carries 0.026; number 2, C, carries -0.372; number 3, O, carries 0.229; number 4, Sm, carries 0.952; number 5, N, carries -0.947; number 6, S, carries 0.013; number 7, S, carries 0.533; number 8, O, carries -0.835; number 9, O, carries -0.599


Record 2
C8H24O8 | the ωB97M-V functional and the def2-TZVPD basis

Computed properties:
- Relative energy (zero: lowest compared OMol25 entry of this formula, charge and spin): 57.32 kcal/mol
- Electronic energy: -920.9755 Ha
- Highest occupied orbital energy: -9.93 eV
- Charge: 0
- SMILES: OCCO.OCCO.OCCO.OCCO
- Orbital gap: 10.36 eV

CARTESIAN COORDINATES (ANGSTROEM)
O -2.913 -7.315 3.796
C -3.956 -7.403 4.653
C -5.010 -6.343 4.081
O -4.326 -5.099 4.322
H -2.681 -6.386 3.730
H -4.449 -8.373 4.592
H -3.599 -7.319 5.680
H -6.061 -6.327 4.370
H -5.242 -6.491 3.026
H -4.769 -4.499 4.926
O 6.520 2.164 -1.664
C 6.351 2.568 -3.023
C 5.896 4.017 -3.124
O 7.097 4.742 -2.765
H 5.727 2.282 -1.137
H 7.275 2.291 -3.530
H 5.630 1.918 -3.519
H 5.202 4.374 -2.364
H 5.510 4.253 -4.116
H 6.846 5.017 -1.880
O -4.185 5.917 -3.089
C -2.988 5.301 -2.705
C -3.018 3.749 -2.774
O -2.837 3.165 -4.140
H -4.273 6.598 -2.417
H -2.133 5.676 -3.268
H -2.719 5.406 -1.654
H -3.945 3.407 -2.314
H -2.188 3.306 -2.223
H -3.567 3.480 -4.679
O 1.810 0.178 1.283
C 1.237 -0.912 0.616
C 1.624 -2.158 1.446
O 0.825 -2.030 2.583
H 1.555 0.067 2.202
H 0.157 -0.843 0.492
H 1.640 -0.950 -0.396
H 2.699 -2.097 1.616
H 1.353 -3.113 0.996
H -0.092 -2.216 2.368

And the Löwdin charges, in e, turn out to be: number 1, O, carries -0.054; number 2, C, carries -0.271; number 3, C, carries -0.189; number 4, O, carries -0.095; number 5, H, carries 0.083; number 6, H, carries 0.110; number 7, H, carries 0.115; number 8, H, carries 0.105; number 9, H, carries 0.109; number 10, H, carries 0.086; number 11, O, carries -0.071; number 12, C, carries -0.246; number 13, C, carries -0.212; number 14, O, carries -0.082; number 15, H, carries 0.081; number 16, H, carries 0.125; number 17, H, carries 0.104; number 18, H, carries 0.116; number 19, H, carries 0.113; number 20, H, carries 0.072; number 21, O, carries -0.047; number 22, C, carries -0.275; number 23, C, carries -0.185; number 24, O, carries -0.095; number 25, H, carries 0.086; number 26, H, carries 0.117; number 27, H, carries 0.111; number 28, H, carries 0.111; number 29, H, carries 0.111; number 30, H, carries 0.066; number 31, O, carries -0.061; number 32, C, carries -0.263; number 33, C, carries -0.240; number 34, O, carries -0.076; number 35, H, carries 0.077; number 36, H, carries 0.111; number 37, H, carries 0.116; number 38, H, carries 0.126; number 39, H, carries 0.115; number 40, H, carries 0.095


Record 3
C3H8NOS | the ωB97M-V functional and the def2-TZVPD basis

Computed properties:
- Relative energy (zero: lowest compared OMol25 entry of this formula, charge and spin): 148.63 kcal/mol
- Electronic energy: -646.7876 Ha
- Highest occupied orbital energy (alpha / beta): -12.66 / -13.59 eV
- Charge: +1
- Orbital gap (alpha / beta): 6.91 / 8.93 eV

CARTESIAN COORDINATES (ANGSTROEM)
C -0.645 0.025 -0.594
C -1.782 -2.032 0.903
C 0.896 2.079 -0.535
N 0.740 0.571 -0.236
O -1.198 0.178 -1.865
S -2.146 0.892 -0.529
H -2.135 -1.416 1.721
H -0.792 -2.299 0.940
H -2.424 -2.251 0.107
H 0.268 2.446 -1.311
H 0.767 2.697 0.391
H 2.027 2.240 -0.784
H 0.693 0.547 0.814
H 1.518 0.121 -0.691

And the Löwdin charges, in e, turn out to be: number 1, C, carries -0.582; number 2, C, carries 0.173; number 3, C, carries -0.011; number 4, N, carries 0.050; number 5, O, carries -0.296; number 6, S, carries 0.979; number 7, H, carries 0.024; number 8, H, carries -0.029; number 9, H, carries 0.007; number 10, H, carries 0.071; number 11, H, carries 0.114; number 12, H, carries 0.141; number 13, H, carries 0.190; number 14, H, carries 0.167


Record 4
C7H10 | the ωB97M-V functional and the def2-TZVPD basis

Computed properties:
- Relative energy (zero: lowest compared OMol25 entry of this formula, charge and spin): 118.30 kcal/mol
- Electronic energy: -272.5295 Ha
- Highest occupied orbital energy: -7.92 eV
- Charge: 0
- Orbital gap: 8.32 eV

CARTESIAN COORDINATES (ANGSTROEM)
C -1.713 -0.135 -1.256
C -0.535 -1.121 -1.244
C -0.378 0.391 -1.593
C 0.340 1.212 -0.590
C 0.527 0.775 0.655
C 0.134 -0.622 1.069
C -0.090 -1.657 0.014
H -2.435 -0.303 -2.049
H -2.142 0.143 -0.297
H -0.542 -1.797 -2.098
H -0.178 0.598 -2.641
H 0.697 2.190 -0.902
H 1.044 1.396 1.384
H 2.478 0.568 3.221
H 0.820 -1.007 1.834
H -0.846 -0.620 1.587
H 2.818 -0.012 2.906

And the Löwdin charges, in e, turn out to be: number 1, C, carries -0.056; number 2, C, carries -0.265; number 3, C, carries -0.225; number 4, C, carries -0.077; number 5, C, carries -0.111; number 6, C, carries -0.256; number 7, C, carries 0.074; number 8, H, carries 0.110; number 9, H, carries 0.115; number 10, H, carries 0.113; number 11, H, carries 0.135; number 12, H, carries 0.105; number 13, H, carries 0.075; number 14, H, carries 0.029; number 15, H, carries 0.071; number 16, H, carries 0.133; number 17, H, carries 0.033


Record 5
C8H10IN2 | the ωB97M-V functional and the def2-TZVPD basis

Computed properties:
- Relative energy (zero: lowest compared OMol25 entry of this formula, charge and spin): 58.11 kcal/mol
- Electronic energy: -717.6671 Ha
- Highest occupied orbital energy: -12.71 eV
- Charge: +1
- Orbital gap: 6.96 eV

CARTESIAN COORDINATES (ANGSTROEM)
C -1.496 1.001 0.861
C -0.699 1.973 0.489
C -0.644 -2.503 0.644
C -1.226 -0.379 0.892
C 0.783 1.784 0.194
C 1.117 0.232 0.484
C 0.328 -0.607 -0.312
C 0.001 -0.132 -1.762
N -1.402 -1.597 1.260
N 0.259 -2.077 -0.163
I 3.428 0.021 0.068
H -2.467 1.311 1.324
H -1.038 2.970 0.476
H -0.977 -3.491 0.883
H 1.142 1.969 -0.838
H 1.243 2.380 0.889
H 1.093 -0.003 1.486
H 0.980 -0.078 -2.097
H -0.540 0.853 -1.681
H -0.605 -0.819 -2.388
H 0.717 -2.809 -0.709

And the Löwdin charges, in e, turn out to be: number 1, C, carries -0.045; number 2, C, carries -0.012; number 3, C, carries -0.068; number 4, C, carries 0.009; number 5, C, carries -0.147; number 6, C, carries -0.540; number 7, C, carries -0.389; number 8, C, carries 0.016; number 9, N, carries 0.147; number 10, N, carries 0.178; number 11, I, carries 0.688; number 12, H, carries 0.154; number 13, H, carries 0.123; number 14, H, carries 0.160; number 15, H, carries 0.121; number 16, H, carries 0.089; number 17, H, carries 0.063; number 18, H, carries 0.047; number 19, H, carries 0.103; number 20, H, carries 0.111; number 21, H, carries 0.193


Record 6
C47H86ClN8O7PS | the ωB97M-V functional and the def2-TZVPD basis

Computed properties:
- Electronic energy: -4006.7450 Ha
- Highest occupied orbital energy: -8.35 eV
- Charge: 0
- SMILES: CCOC(=O)CCC[C@]1(CCCCCCCOC)[C@@H](CNC)[C@H](P(O)Cl)OS(=O)(=O)[C@H]1N=C(C)C.CCCC#N.CCCC#N.CCCC#N.CCCC#N.CCCC#N.CCCC#N
- Orbital gap: 8.65 eV

CARTESIAN COORDINATES (ANGSTROEM)
C 6.290 -3.366 0.212
C 5.195 -2.372 0.629
O 3.941 -2.680 -0.001
C 3.435 -1.659 -0.754
O 3.140 -1.886 -1.858
C 3.265 -0.272 -0.149
C 2.448 0.655 -1.082
C 0.995 0.223 -1.347
C -0.155 1.006 -0.622
C -1.427 0.325 -1.210
C -2.741 1.105 -1.429
C -3.752 0.117 -2.112
C -4.344 -0.979 -1.195
C -5.736 -0.593 -0.615
C -6.600 -1.863 -0.387
C -5.844 -2.778 0.627
O -5.095 -3.787 -0.038
C -3.924 -4.079 0.676
C -0.026 2.512 -1.001
C -0.241 2.805 -2.524
N 0.885 3.475 -3.170
C 1.077 4.848 -2.718
C -0.895 3.318 -0.003
P -1.579 4.966 -0.616
O -1.205 6.036 0.588
Cl -3.673 4.673 -0.460
O -0.140 3.640 1.218
S 0.613 2.329 1.801
O 1.991 2.469 1.365
O 0.646 2.260 3.236
C 0.015 0.797 0.959
N -0.954 -0.003 1.594
C -1.859 0.293 2.433
C -1.723 0.669 3.915
C -3.328 0.040 2.039
H 7.098 -3.224 0.941
H 5.950 -4.397 0.325
H 6.684 -3.152 -0.784
H 5.575 -1.377 0.388
H 5.060 -2.482 1.710
H 2.913 -0.269 0.886
H 4.270 0.174 -0.129
H 2.987 0.563 -2.035
H 2.634 1.681 -0.762
H 0.836 0.187 -2.425
H 0.872 -0.817 -1.010
H -1.697 -0.588 -0.672
H -1.185 -0.051 -2.211
H -2.674 1.912 -2.168
H -3.216 1.552 -0.550
H -3.321 -0.278 -3.038
H -4.594 0.747 -2.429
H -4.569 -1.837 -1.844
H -3.655 -1.364 -0.443
H -5.687 0.023 0.289
H -6.267 -0.014 -1.382
H -7.566 -1.586 0.043
H -6.710 -2.442 -1.309
H -6.490 -3.185 1.416
H -5.112 -2.118 1.117
H -3.368 -4.890 0.197
H -4.133 -4.373 1.717
H -3.232 -3.218 0.723
H 0.992 2.877 -0.832
H -1.189 3.289 -2.771
H -0.286 1.830 -3.024
H 1.720 2.914 -3.043
H 1.168 4.921 -1.613
H 1.972 5.327 -3.130
H 0.182 5.418 -2.979
H -1.756 2.746 0.374
H -2.038 6.420 0.902
H 0.943 0.208 0.995
H -2.574 0.310 4.491
H -0.765 0.351 4.322
H -1.750 1.768 3.957
H -3.342 -0.971 1.626
H -3.990 -0.001 2.913
H -3.728 0.818 1.389
C -6.523 1.215 7.004
C -6.116 1.996 5.759
C -7.244 2.138 4.738
C -7.679 0.812 4.270
N -7.991 -0.210 3.886
H -6.805 0.190 6.759
H -5.692 1.163 7.708
H -7.365 1.692 7.508
H -5.264 1.498 5.288
H -5.781 2.990 6.060
H -6.898 2.715 3.879
H -8.098 2.659 5.172
C 3.955 5.447 -6.300
C 4.573 6.840 -6.364
C 4.978 7.374 -4.986
C 3.802 7.471 -4.106
N 2.887 7.547 -3.436
H 3.030 5.443 -5.718
H 3.709 5.095 -7.302
H 4.646 4.731 -5.850
H 3.861 7.525 -6.829
H 5.453 6.809 -7.005
H 5.427 8.363 -5.081
H 5.712 6.714 -4.521
C 6.834 1.209 1.599
C 8.264 1.505 2.038
C 9.216 0.327 1.801
C 8.775 -0.853 2.565
N 8.434 -1.760 3.159
H 6.402 0.385 2.171
H 6.198 2.081 1.757
H 6.795 0.950 0.538
H 8.265 1.771 3.097
H 8.634 2.373 1.488
H 10.227 0.587 2.115
H 9.248 0.068 0.742
C -2.499 -7.892 2.758
C -1.398 -6.850 2.923
C -1.441 -6.149 4.285
C -2.726 -5.448 4.450
N -3.719 -4.912 4.578
H -3.491 -7.439 2.806
H -2.413 -8.386 1.790
H -2.433 -8.657 3.536
H -1.486 -6.110 2.124
H -0.428 -7.336 2.804
H -0.630 -5.425 4.362
H -1.326 -6.874 5.092
C 2.128 6.760 -10.008
C 2.807 7.538 -11.130
C 4.165 6.949 -11.527
C 5.087 6.967 -10.380
N 5.788 6.981 -9.487
H 2.719 6.782 -9.090
H 1.155 7.194 -9.778
H 1.974 5.716 -10.292
H 2.935 8.577 -10.818
H 2.156 7.545 -12.006
H 4.606 7.528 -12.339
H 4.050 5.920 -11.870
C -2.755 -10.612 6.677
C -2.124 -11.824 6.000
C -0.639 -11.990 6.337
C 0.124 -10.812 5.890
N 0.703 -9.897 5.547
H -2.291 -9.681 6.346
H -3.816 -10.550 6.434
H -2.660 -10.675 7.763
H -2.248 -11.733 4.919
H -2.658 -12.724 6.310
H -0.236 -12.874 5.842
H -0.500 -12.111 7.412

Atom charges from the Löwdin analysis, given in e for atoms 1 to 99: number 1, C, carries -0.060; number 2, C, carries -0.234; number 3, O, carries -0.007; number 4, C, carries -0.508; number 5, O, carries 0.168; number 6, C, carries -0.089; number 7, C, carries -0.173; number 8, C, carries -0.128; number 9, C, carries -0.316; number 10, C, carries -0.131; number 11, C, carries -0.185; number 12, C, carries -0.177; number 13, C, carries -0.191; number 14, C, carries -0.198; number 15, C, carries -0.149; number 16, C, carries -0.223; number 17, O, carries -0.186; number 18, C, carries -0.127; number 19, C, carries -0.240; number 20, C, carries -0.208; number 21, N, carries -0.107; number 22, C, carries -0.150; number 23, C, carries -0.435; number 24, P, carries 0.681; number 25, O, carries -0.323; number 26, Cl, carries 0.187; number 27, O, carries -0.257; number 28, S, carries 0.712; number 29, O, carries -0.293; number 30, O, carries -0.262; number 31, C, carries -0.262; number 32, N, carries 0.108; number 33, C, carries -0.320; number 34, C, carries -0.027; number 35, C, carries -0.018; number 36, H, carries 0.059; number 37, H, carries 0.079; number 38, H, carries 0.077; number 39, H, carries 0.094; number 40, H, carries 0.125; number 41, H, carries 0.122; number 42, H, carries 0.112; number 43, H, carries 0.116; number 44, H, carries 0.094; number 45, H, carries 0.114; number 46, H, carries 0.133; number 47, H, carries 0.107; number 48, H, carries 0.113; number 49, H, carries 0.091; number 50, H, carries 0.071; number 51, H, carries 0.111; number 52, H, carries 0.101; number 53, H, carries 0.115; number 54, H, carries 0.068; number 55, H, carries 0.099; number 56, H, carries 0.103; number 57, H, carries 0.106; number 58, H, carries 0.114; number 59, H, carries 0.126; number 60, H, carries 0.084; number 61, H, carries 0.087; number 62, H, carries 0.076; number 63, H, carries 0.074; number 64, H, carries 0.113; number 65, H, carries 0.094; number 66, H, carries 0.111; number 67, H, carries 0.098; number 68, H, carries 0.071; number 69, H, carries 0.038; number 70, H, carries 0.062; number 71, H, carries 0.086; number 72, H, carries 0.040; number 73, H, carries 0.114; number 74, H, carries 0.068; number 75, H, carries 0.080; number 76, H, carries 0.085; number 77, H, carries 0.060; number 78, H, carries 0.070; number 79, H, carries 0.071; number 80, C, carries -0.108; number 81, C, carries -0.266; number 82, C, carries -0.187; number 83, C, carries -0.245; number 84, N, carries 0.149; number 85, H, carries 0.072; number 86, H, carries 0.073; number 87, H, carries 0.077; number 88, H, carries 0.099; number 89, H, carries 0.109; number 90, H, carries 0.115; number 91, H, carries 0.119; number 92, C, carries -0.103; number 93, C, carries -0.279; number 94, C, carries -0.179; number 95, C, carries -0.227; number 96, N, carries 0.158; number 97, H, carries 0.066; number 98, H, carries 0.063; number 99, H, carries 0.078


Record 7
C4H7Cl | the ωB97M-V functional and the def2-TZVPD basis

Computed properties:
- Relative energy (zero: lowest compared OMol25 entry of this formula, charge and spin): 16.01 kcal/mol
- Electronic energy: -616.7520 Ha
- Highest occupied orbital energy: -9.74 eV
- Charge: 0
- SMILES: C=CCCCl
- Orbital gap: 10.73 eV

CARTESIAN COORDINATES (ANGSTROEM)
C 0.367 2.016 -0.072
C -0.489 0.981 -0.297
C -0.428 -0.335 0.433
C 0.370 -1.573 0.079
Cl -0.329 -2.338 -1.409
H 0.299 2.900 -0.593
H 1.265 2.008 0.566
H -1.265 1.039 -1.094
H -1.407 -0.823 0.349
H -0.025 -0.127 1.435
H 0.253 -2.274 0.890
H 1.388 -1.473 -0.285

And the Löwdin charges, in e, turn out to be: number 1, C, carries 0.011; number 2, C, carries -0.164; number 3, C, carries -0.306; number 4, C, carries -0.562; number 5, Cl, carries 0.502; number 6, H, carries 0.012; number 7, H, carries 0.068; number 8, H, carries 0.107; number 9, H, carries 0.090; number 10, H, carries 0.115; number 11, H, carries 0.068; number 12, H, carries 0.059


What is the electronic energy in the fifth record?
-717.6671 Ha


Look up the electronic energy of the fifth one.
-717.6671 Ha


Look up the electronic energy of the first one.
-1848.1949 Ha